A molecular structure, C40H31FeO2PS3Te. Source: the OMol25 dataset; level of theory: wB97M-V/def2-TZVPD.

Results
Molar mass (g/mol): 854.31
DFT total energy (eV): -129544.9938
HOMO (spin up / spin down) (eV): -9.455 / -10.633

```
! wB97M-V def2-TZVPD RIJCOSX def2/J DEFGRID3
* xyz 1 6
Fe 0.1120 -1.0230 -0.0860
O 2.0860 -1.7204 -1.0187
C 2.0186 -1.2733 0.0876
C 2.9252 -1.0684 1.2183
C 4.3072 -1.2014 1.1563
C 5.0270 -1.0246 2.3257
C 4.3641 -0.7471 3.5206
C 2.9816 -0.6218 3.5671
C 2.2518 -0.7661 2.3963
P 0.4333 -0.6400 2.2360
C -0.2627 -1.5208 3.6273
C -0.3980 -0.9044 4.8703
C -0.8969 -1.6321 5.9394
C -1.2675 -2.9607 5.7661
C -1.1488 -3.5694 4.5240
C -0.6488 -2.8478 3.4501
C 0.0366 1.1195 2.4383
C -1.2950 1.4931 2.2421
C -1.6569 2.8283 2.3170
C -0.6975 3.7995 2.5846
C 0.6263 3.4324 2.7742
C 0.9952 2.0923 2.6984
H 4.7936 -1.4450 0.2207
H 6.1042 -1.1196 2.3178
H 4.9373 -0.6306 4.4315
H 2.4861 -0.4218 4.5097
H -0.1356 0.1392 5.0000
H -1.0051 -1.1584 6.9061
H -1.6632 -3.5203 6.6036
H -1.4540 -4.5981 4.3880
H -0.5727 -3.3154 2.4746
H -2.0504 0.7478 2.0130
H -2.6884 3.1149 2.1608
H -0.9848 4.8415 2.6431
H 1.3750 4.1868 2.9810
H 2.0341 1.8185 2.8397
O -1.6283 -1.0279 -0.6557
C -2.2232 -1.7357 -1.7221
C -1.9094 -0.9828 -2.9999
C -2.6816 -0.0559 -3.6251
C -1.9991 0.6275 -4.6785
C -0.7169 0.2031 -4.8230
S -0.3541 -1.0789 -3.7424
C -1.6387 -3.1374 -1.7633
C -1.6166 -4.0745 -2.7420
C -0.9354 -5.2761 -2.3520
C -0.4375 -5.2122 -1.0918
S -0.8304 -3.7152 -0.3577
C -3.7223 -1.7674 -1.4694
C -4.3984 -0.9664 -0.6034
C -5.8097 -1.1918 -0.6296
C -6.1594 -2.1574 -1.5201
S -4.7920 -2.8017 -2.3175
H -3.7023 0.1483 -3.3303
H -2.4459 1.3974 -5.2914
H 0.0171 0.5330 -5.5420
H -2.0554 -3.9206 -3.7205
H -0.8211 -6.1422 -2.9890
H 0.1117 -5.9637 -0.5471
H -3.8986 -0.2420 0.0229
H -6.5234 -0.6636 -0.0129
H -7.1444 -2.5372 -1.7428
C 1.4953 4.7150 -1.0620
Te 0.2252 1.3281 -1.2739
C 2.2546 1.9149 -1.6020
C 2.3549 2.9951 -2.6274
C 2.8076 2.6786 -3.8975
C 2.8885 3.6403 -4.8983
C 2.5069 4.9542 -4.6241
C 2.0574 5.2915 -3.3679
C 1.9659 4.3308 -2.3300
H 1.1994 5.7390 -0.8777
H 1.4125 4.0241 -0.2340
H 2.7631 1.0072 -1.9252
H 2.6368 2.1939 -0.6186
H 3.1028 1.6570 -4.1124
H 3.2494 3.3686 -5.8813
H 2.5658 5.7093 -5.3965
H 1.7598 6.3103 -3.1487
*
```

Mulliken charges in e:
1 Fe -0.471
2 O -0.589
3 C 0.969
4 C -0.454
5 C -0.747
6 C -0.673
7 C -0.649
8 C -0.284
9 C 0.143
10 P 1.856
11 C 0.672
12 C -0.514
13 C -0.739
14 C -0.498
15 C -0.690
16 C -0.400
17 C 0.174
18 C -0.127
19 C -0.625
20 C -0.551
21 C -0.725
22 C -0.291
23 H 0.565
24 H 0.439
25 H 0.458
26 H 0.539
27 H 0.453
28 H 0.427
29 H 0.404
30 H 0.436
31 H 0.092
32 H 0.297
33 H 0.453
34 H 0.430
35 H 0.445
36 H 0.362
37 O 0.215
38 C 3.067
39 C -0.522
40 C -0.142
41 C -0.911
42 C -0.531
43 S 0.089
44 C -1.028
45 C -0.343
46 C -0.812
47 C -0.712
48 S 0.147
49 C -0.886
50 C -0.340
51 C -0.669
52 C -0.497
53 S -0.088
54 H 0.562
55 H 0.443
56 H 0.505
57 H 0.566
58 H 0.474
59 H 0.488
60 H 0.423
61 H 0.417
62 H 0.464
63 C -1.516
64 Te -0.041
65 C -1.574
66 C 0.940
67 C -0.447
68 C -0.752
69 C -0.566
70 C -0.754
71 C 1.449
72 H 0.271
73 H 0.174
74 H 0.594
75 H 0.651
76 H 0.407
77 H 0.413
78 H 0.402
79 H 0.381

---

A molecular structure, C40H32Br2IrN3O3P. Source: the OMol25 dataset; level of theory: wB97M-V/def2-TZVPD.

Results
Molar mass (g/mol): 985.71
DFT total energy (eV): -204817.4788
HOMO (spin up / spin down) (eV): -9.324 / -10.734

```
! wB97M-V def2-TZVPD RIJCOSX def2/J DEFGRID3
* xyz 1 5
Ir 0.9287 -0.9504 -0.5733
C 1.3483 -3.8414 2.9336
C 0.6260 -4.5054 1.8084
C 0.2270 -5.8479 1.9556
C -0.4417 -6.4754 0.9482
C -0.7258 -5.7622 -0.2279
C -1.4446 -6.3205 -1.3240
Br -2.0472 -8.0926 -1.2647
C -1.7250 -5.5833 -2.4537
C -1.2906 -4.2768 -2.5470
Br -1.7006 -3.3351 -4.1110
C -0.5384 -3.6355 -1.5103
O -0.1423 -2.4519 -1.6691
C -0.2775 -4.4256 -0.3015
N 0.3807 -3.8201 0.6970
H 1.4270 -4.5088 3.7888
H 0.8336 -2.9295 3.2339
H 2.3491 -3.5568 2.6163
H 0.4585 -6.3695 2.8737
H -0.7549 -7.5050 1.0465
H -2.2822 -6.0234 -3.2675
O -1.2593 4.3121 -5.0750
C -1.8616 3.0359 -5.1072
C -1.1520 2.1277 -4.1441
C -1.6561 0.8730 -3.8409
C -0.9765 0.0840 -2.9390
N 0.1509 0.4520 -2.3235
C 0.6551 1.6594 -2.6240
C 0.0274 2.5063 -3.5291
C 1.9424 2.0586 -2.0045
C 2.3658 3.3807 -1.9915
C 3.6069 3.7020 -1.4612
C 4.0266 5.1479 -1.3588
O 3.2032 5.8534 -0.4433
C 4.3939 2.6625 -0.9945
C 3.8892 1.3735 -1.0359
N 2.6846 1.0706 -1.5025
H -1.7209 4.8940 -5.6861
H -1.8055 2.5965 -6.1102
H -2.9192 3.0830 -4.8257
H -2.5700 0.5051 -4.2898
H -1.3634 -0.8841 -2.6710
H 0.4579 3.4592 -3.7912
H 1.7354 4.1775 -2.3611
H 3.8937 5.6414 -2.3215
H 5.0824 5.2168 -1.0859
H 3.4890 5.6535 0.4535
H 5.3842 2.8412 -0.5957
H 4.4852 0.5529 -0.6739
C -3.8744 -1.1475 4.5010
C -3.1473 -2.1525 3.8773
C -2.2531 -1.8321 2.8680
C -2.0727 -0.5057 2.4803
C -2.8122 0.4979 3.1003
C -3.7082 0.1733 4.1100
P -0.7916 -0.1561 1.2240
C -1.1560 1.5247 0.6281
C -0.4954 2.6613 1.0821
C -0.8583 3.9152 0.6062
C -1.8849 4.0387 -0.3180
C -2.5500 2.9064 -0.7743
C -2.1838 1.6546 -0.3069
C 0.7688 -0.0523 2.1240
C 0.9942 0.3036 3.4479
C 2.2887 0.2335 3.9426
C 3.3241 -0.1950 3.1172
C 3.0821 -0.5583 1.7968
C 1.7904 -0.5083 1.2741
H -4.5742 -1.3940 5.2883
H -3.2838 -3.1843 4.1738
H -1.6861 -2.6155 2.3752
H -2.6939 1.5309 2.7983
H -4.2786 0.9572 4.5909
H 0.3083 2.5608 1.8018
H -0.3397 4.7971 0.9588
H -2.1639 5.0158 -0.6891
H -3.3523 3.0009 -1.4948
H -2.6953 0.7673 -0.6652
H 0.1764 0.6362 4.0774
H 2.4915 0.4984 4.9722
H 4.3307 -0.2604 3.5118
H 3.9027 -0.9314 1.2014
*
```

Mulliken charges in e:
1 Ir 1.694
2 C -0.915
3 C 0.540
4 C -0.940
5 C -1.073
6 C 1.387
7 C 0.064
8 Br -0.138
9 C -0.515
10 C -0.031
11 Br -0.073
12 C 0.633
13 O -0.855
14 C -0.487
15 N 0.150
16 H 0.429
17 H 0.077
18 H 0.256
19 H 0.434
20 H 0.376
21 H 0.467
22 O -0.506
23 C -0.671
24 C 0.409
25 C -1.074
26 C -0.728
27 N -0.347
28 C 0.325
29 C -0.269
30 C 0.570
31 C -0.462
32 C 0.726
33 C -1.068
34 O -0.489
35 C -0.778
36 C -0.540
37 N -0.183
38 H 0.312
39 H 0.343
40 H 0.358
41 H 0.509
42 H 0.566
43 H 0.481
44 H 0.439
45 H 0.345
46 H 0.406
47 H 0.314
48 H 0.422
49 H 0.472
50 C -0.568
51 C -0.659
52 C -0.226
53 C 0.096
54 C -0.480
55 C -0.711
56 P 0.346
57 C 0.696
58 C -0.400
59 C -0.748
60 C -0.689
61 C -0.610
62 C -0.420
63 C 1.016
64 C -0.380
65 C -0.695
66 C -0.691
67 C -0.412
68 C -1.046
69 H 0.386
70 H 0.441
71 H 0.353
72 H 0.433
73 H 0.425
74 H 0.403
75 H 0.461
76 H 0.401
77 H 0.480
78 H 0.418
79 H 0.562
80 H 0.439
81 H 0.428
82 H 0.587

---

Here are the calculated ΔE to the lowest compared entry with this formula, charge and spin numbers, same order: 1.764; 0.907 (eV).